Molecular formula: C5H14N4
Method: DFT, wB97M-V/def2-TZVPD

Results
molar mass = 130.20 g/mol
gap between HOMO and LUMO = 7.19 eV
HOMO energy = -6.54 eV
charge = 0
total energy = -11369.1136 eV

Structure (XYZ):
```
23
Properties=species:S:1:pos:R:3:forces:R:3
C 2.07774 1.06153 -0.60954 -0.232 -0.120 0.232
C 1.37395 -1.28424 -0.77117 -0.306 0.271 0.213
N 0.98755 0.08633 -0.36274 0.398 0.153 0.201
C 0.41105 0.14413 1.01913 1.358 0.219 0.521
N 0.11540 1.44370 1.43555 0.420 -0.736 0.025
N 0.51301 -0.90469 1.73287 -0.474 0.603 -0.789
H -0.44947 2.05964 0.86776 -0.070 -0.409 -0.073
H -0.05979 1.51100 2.42850 -0.175 0.017 -0.233
H 0.01332 -0.81584 2.61268 0.131 0.137 0.109
H 2.41539 0.96330 -1.63979 -0.163 0.008 -0.006
H 1.69342 2.06110 -0.42530 0.165 0.007 -0.072
H 1.61795 -1.27832 -1.83337 -0.018 0.129 0.071
H 0.51517 -1.92426 -0.59408 0.068 -0.125 -0.022
H 2.22143 -1.62645 -0.18284 -0.013 -0.074 0.013
H 2.92451 0.86374 0.04865 -0.017 0.035 0.066
C -2.36116 -1.22677 -0.38093 -0.051 -0.026 -0.006
C -1.74884 0.14757 -0.49192 1.062 0.323 -1.290
N -2.56265 1.12981 -0.42306 -0.455 0.187 0.537
H -2.09428 2.04290 -0.46307 0.040 -0.198 -0.327
H -0.10457 0.30055 -0.89219 -1.644 -0.390 0.843
H -3.42513 -1.18779 -0.12953 -0.014 0.048 -0.008
H -2.24146 -1.76234 -1.32841 0.020 -0.003 0.027
H -1.83256 -1.80458 0.38282 -0.031 -0.058 -0.035
```
Forces are in eV/Å.